Molecular formula: C24H22BrN4O5SZn
Method: DFT, the ωB97M-V functional and the def2-TZVPD basis

```
58
Properties=species:S:1:pos:R:3:mulliken_charge:R:1
Zn 0.81715 -0.43392 -0.79109 0.105
C -0.25631 4.27490 4.21064 -1.383
C -0.18554 2.86186 3.69197 0.936
C -1.20100 1.94755 3.96021 -0.836
C -1.14173 0.64774 3.48274 -0.856
C -0.04784 0.24349 2.72722 -0.294
C 0.98189 1.13354 2.46602 -0.128
C 0.90586 2.43551 2.94295 -0.621
S -0.05193 -1.43111 2.14602 1.183
O 0.28864 -2.26977 3.28261 -0.791
O -1.36855 -1.67117 1.58654 -0.648
N 1.10324 -1.33546 1.07216 -0.112
C 1.35959 -2.63786 0.37770 -1.223
C 1.93994 -2.38816 -1.98714 0.748
O 1.59889 -2.87194 -3.26724 -0.553
O 2.48575 -1.19927 -1.84940 -0.840
H -1.22665 4.47971 4.66353 0.347
H -0.10039 4.99931 3.40858 0.312
H 0.51011 4.45762 4.96730 0.313
H -2.05905 2.26294 4.54428 0.288
H -1.94542 -0.05132 3.67322 0.422
H 1.84326 0.78929 1.90971 0.753
H 1.71410 3.12888 2.73077 0.429
H 0.92212 -3.48729 0.90462 0.390
H 2.43746 -2.77433 0.31894 0.328
C -0.63464 4.62054 -1.79096 -1.389
C 0.52568 3.78907 -1.32239 0.756
C 1.77899 4.31609 -1.04240 -0.427
C 2.80539 3.50182 -0.60301 -0.645
C 2.54753 2.14553 -0.45236 0.225
Br 3.89132 1.01636 0.21550 -0.072
N 1.36964 1.62686 -0.72981 0.023
C 0.38348 2.42057 -1.14945 -0.533
H -0.37387 5.67845 -1.81269 0.361
H -1.49423 4.49607 -1.13196 0.334
H -0.94771 4.32764 -2.79388 0.321
H 1.95550 5.37916 -1.16706 0.354
H 3.78637 3.89044 -0.37391 0.442
H -0.55503 1.91299 -1.36185 0.713
O -0.99105 -0.45528 -1.55507 -0.804
C -1.84343 -1.45231 -1.65212 0.182
C -3.19685 -1.10695 -1.83268 -0.384
C -4.19973 -2.02964 -2.05500 -0.564
C -3.89350 -3.38420 -2.10978 -0.840
C -2.57677 -3.76145 -1.91373 -0.821
C -1.54090 -2.86099 -1.65066 0.225
C -0.20012 -3.38678 -1.38060 0.032
N 0.82916 -2.54545 -0.99650 2.161
C 2.36306 -3.77780 -2.35877 -0.352
C 1.54277 -4.89438 -1.89173 -1.107
N 0.22751 -4.61456 -1.64792 0.129
H -3.41990 -0.04685 -1.80140 0.368
H -5.22023 -1.69178 -2.19580 0.370
H -4.65721 -4.12657 -2.30135 0.366
H -2.34613 -4.82218 -1.95878 0.146
H 3.36867 -3.99602 -2.69539 0.506
H 1.84670 -5.92662 -1.89130 0.421
H -0.45403 -5.35254 -1.76807 0.237
```

As for the highest occupied orbital energy (spin up / spin down): -2.98 / -2.98 eV. The total energy is -170738.7939 eV. Its HOMO-LUMO gap (spin up / spin down) is 0.1890 / 0.1892 hartree. Its largest force on an atom is 0.995 eV Å⁻¹. The value obtained for the energy above the lowest of the compared OMol25 structures with the same formula, charge and spin is 5.106 eV. Its charge is -1.

Molecular formula: C24H22ClF3IIrN3OS
Method: DFT, the ωB97M-V functional and the def2-TZVPD basis

```
57
Properties=species:S:1:pos:R:3:mulliken_charge:R:1
Ir -0.17269 0.01803 0.05431 2.536
C 1.61781 2.28291 -0.49265 -0.824
C 2.53443 1.24549 0.13344 -0.545
N 1.91689 -0.11410 0.09468 -0.548
C 2.35826 -0.98331 1.22144 -0.714
C 1.77796 -0.51390 2.54889 -0.660
S 0.08813 0.17127 2.36009 -0.178
C 0.40300 1.98299 2.49106 -0.641
C -0.12248 2.76136 1.29358 -0.859
N 0.21509 2.14684 -0.01398 -0.411
H 1.58379 2.12652 -1.57173 0.383
H 2.00580 3.28766 -0.31080 0.443
H 2.75486 1.48100 1.17059 0.276
H 3.48914 1.23918 -0.39372 0.473
H 2.19375 -0.58284 -0.76567 0.383
H 3.44861 -1.01198 1.27800 0.456
H 1.98755 -1.97946 0.99646 0.266
H 2.37393 0.25056 3.04454 0.451
H 1.69745 -1.35613 3.23325 0.512
H 1.46855 2.12715 2.64450 0.408
H -0.09963 2.32720 3.39375 0.560
H 0.24527 3.78935 1.34988 0.397
H -1.21142 2.79981 1.33787 0.422
H -0.37955 2.57664 -0.71562 0.343
Cl -5.79744 -0.49656 -3.80562 -0.137
C -4.19976 -0.32186 -3.27503 0.665
C -3.17535 -0.28869 -4.20850 -0.471
C -1.84830 -0.15962 -3.82517 -0.273
I -0.33856 -0.13126 -5.20853 0.221
C -1.52402 -0.06498 -2.43826 0.475
O -0.33391 0.02887 -2.01106 -0.871
C -2.60267 -0.07535 -1.47552 0.521
N -2.22508 0.04550 -0.18102 -0.007
C -3.15392 -0.02976 0.76285 -0.149
C -4.50747 -0.17676 0.45928 -0.911
C -4.90672 -0.26496 -0.85293 -0.705
C -3.93362 -0.21712 -1.86226 -0.277
H -3.42656 -0.37377 -5.25706 0.457
H -2.81310 0.02133 1.78768 0.560
H -5.22580 -0.22967 1.26462 0.481
H -5.95087 -0.38294 -1.10812 0.497
F 0.40567 -9.40571 0.62349 -0.243
C -0.81906 -8.85745 0.57432 0.804
F -1.42902 -9.34825 -0.51737 -0.243
F -1.49912 -9.28054 1.64603 -0.273
C -0.73418 -7.35359 0.51276 0.266
C -0.03848 -6.77466 -0.54149 -0.928
C 0.05440 -5.39934 -0.63025 -0.550
C -0.54759 -4.59174 0.33857 0.573
C -1.24260 -5.18445 1.39155 -0.648
C -1.33592 -6.56417 1.47853 -0.601
C -0.44601 -3.15986 0.24948 0.711
C -0.35009 -1.95510 0.17413 -1.664
H 0.42740 -7.40258 -1.28956 0.407
H 0.59215 -4.94154 -1.44970 0.452
H -1.70922 -4.56125 2.14276 0.445
H -1.87402 -7.02480 2.29470 0.487
```

As for the highest occupied orbital energy (spin up / spin down): -13.12 / -13.11 eV. The total energy is -74199.3051 eV. Its HOMO-LUMO gap (spin up / spin down) is 0.2333 / 0.1603 hartree. As for the expectation value of S²: 0.78. Its largest force on an atom is 0.561 eV Å⁻¹. The value obtained for the energy above the lowest of the compared OMol25 structures with the same formula, charge and spin is 0.000 eV. Its charge is +2. The multiplicity is 2.

Molecular formula: C24H22F2O5S
Method: DFT, the ωB97M-V functional and the def2-TZVPD basis

```
54
Properties=species:S:1:pos:R:3:mulliken_charge:R:1
F -4.83490 2.60864 -2.91410 -0.328
C -3.61871 2.04427 -2.59934 0.395
C -3.59409 0.70806 -2.20781 -0.680
C -2.36609 0.12715 -1.94525 -0.550
C -1.16061 0.86058 -1.95378 0.619
C 0.04011 0.21144 -1.41735 -1.330
C 1.32921 0.86727 -1.58785 1.018
C 2.48883 0.18403 -2.04175 -0.114
C 3.66176 0.90282 -2.29877 -0.807
C 3.64833 2.29402 -2.18417 0.229
F 4.77999 2.98726 -2.53956 -0.345
C 2.53437 2.99482 -1.71726 -1.375
C 1.40591 2.25921 -1.37766 -0.680
C -1.22721 2.13169 -2.60654 -0.150
C -2.45307 2.78003 -2.77927 -0.884
H -4.51361 0.11915 -2.13730 0.410
H -2.31219 -0.95509 -1.77577 0.457
H 0.05389 -0.86946 -1.46618 0.796
H 2.43287 -0.90373 -2.22708 0.355
H 4.56585 0.38576 -2.62293 0.431
H 2.55102 4.07832 -1.64937 0.462
H 0.51587 2.80619 -1.04071 1.197
H -0.32132 2.59378 -3.03317 0.628
H -2.51090 3.81536 -3.14816 0.422
C 2.00856 2.80119 2.68291 -1.277
C 0.78300 2.79423 1.81562 -0.127
O 0.61604 1.39862 1.48978 -0.176
C -0.61245 1.03281 1.05932 0.345
C -0.50072 -0.40378 0.53679 0.405
O -1.65701 -1.08825 0.38795 -0.286
C -2.86151 -0.98003 1.24236 -0.785
S 0.77752 -1.30268 1.59335 1.670
C 0.47391 -3.06861 1.72218 -0.163
C -0.07441 -3.63733 2.87223 -0.288
C -0.52834 -4.95752 2.83740 -0.454
C -0.36948 -5.72680 1.67534 -0.450
C 0.40830 -5.21984 0.62043 -0.558
C 0.87400 -3.89924 0.67444 -0.455
O 2.00491 -1.06521 0.83658 -0.642
O 0.63133 -0.89990 3.00935 -0.754
O -1.64854 1.69286 1.18297 -0.704
H 2.22876 3.83155 2.94864 0.468
H 1.78624 2.19017 3.58006 0.279
H 2.89269 2.33538 2.19898 0.271
H -0.09446 3.18115 2.35425 0.381
H 0.92393 3.36417 0.88752 0.199
H -3.68885 -1.35248 0.61911 0.289
H -2.75806 -1.63102 2.12931 0.230
H -3.00671 0.06557 1.52647 0.373
H -0.15281 -3.02852 3.77909 0.453
H -0.99702 -5.39973 3.72612 0.367
H -0.77200 -6.74135 1.60890 0.385
H 0.68429 -5.83519 -0.23904 0.375
H 1.53360 -3.48178 -0.08731 0.454
```

As for the highest occupied orbital energy: -8.28 eV. The total energy is -51748.7086 eV. Its HOMO-LUMO gap is 0.2905 hartree. Its largest force on an atom is 2.506 eV Å⁻¹. The value obtained for the energy above the lowest of the compared OMol25 structures with the same formula, charge and spin is 1.164 eV. Its charge is 0.

Molecular formula: C24H22F3INO3PS2V
Method: DFT, the ωB97M-V functional and the def2-TZVPD basis

```
58
Properties=species:S:1:pos:R:3:mulliken_charge:R:1
V -1.73471 0.58280 1.36605 0.731
F -4.66421 0.14130 -1.86992 -0.223
C -4.71023 -0.82178 -0.94732 0.801
F -4.67043 -1.99771 -1.54514 -0.220
F -5.83462 -0.70528 -0.25049 -0.226
C -3.50310 -0.65762 0.00244 0.632
O -2.68458 -1.52874 0.22007 -0.483
O -3.38761 0.54739 0.55407 -0.673
I -0.31897 0.26402 3.89523 0.210
C -2.11578 -0.39302 3.03333 -0.876
H -2.97986 -0.05178 3.59771 0.502
H -2.10493 -1.46628 2.84545 0.454
O -0.28046 0.25321 0.33926 0.251
P 0.53354 -0.73182 -0.59056 1.199
C 2.19405 -0.11849 -0.71356 0.613
C 3.29617 -0.95405 -0.52895 -0.235
C 4.57432 -0.45375 -0.73197 -0.790
C 4.75089 0.86595 -1.11919 -0.500
C 3.65189 1.69801 -1.31425 -0.851
C 2.37544 1.20758 -1.11807 -0.565
C -0.23420 -0.67532 -2.19107 0.317
C -1.35113 0.11009 -2.45532 -0.500
C -1.89717 0.12451 -3.73043 -0.756
C -1.32246 -0.63936 -4.73536 -0.576
C -0.19503 -1.41343 -4.47906 -0.806
C 0.35556 -1.42968 -3.21115 -0.312
C 0.48320 -2.35398 0.12103 0.466
C -0.24285 -3.37590 -0.48716 -0.438
C -0.32494 -4.61564 0.12818 -0.794
C 0.30327 -4.82989 1.34596 -0.577
C 1.01873 -3.80713 1.96354 -0.990
C 1.11217 -2.57004 1.35384 -0.374
H 3.16385 -1.98841 -0.24192 0.437
H 5.43167 -1.09808 -0.59524 0.455
H 5.74867 1.24957 -1.28415 0.431
H 3.79576 2.71924 -1.63993 0.467
H 1.51725 1.84552 -1.30086 0.486
H -1.79118 0.72950 -1.68261 0.480
H -2.76617 0.73293 -3.93913 0.487
H -1.75017 -0.62672 -5.72858 0.439
H 0.25200 -1.99784 -5.27107 0.451
H 1.23894 -2.02545 -3.00953 0.491
H -0.75120 -3.20597 -1.42664 0.436
H -0.88271 -5.41331 -0.34227 0.469
H 0.24078 -5.80051 1.81928 0.448
H 1.50923 -3.98292 2.91122 0.480
H 1.67907 -1.77480 1.82535 0.633
S -2.04659 2.85123 1.55869 -0.361
C -0.64874 3.61821 2.22709 0.396
N -0.75981 4.68348 2.97319 -0.156
C 0.48111 5.23473 3.53337 -0.547
C 1.59903 4.72324 2.62949 -0.602
S 0.97094 3.16429 1.90065 0.108
H -1.66714 5.03798 3.25021 0.246
H 0.58603 4.87717 4.55927 0.306
H 0.43196 6.32132 3.53967 0.342
H 2.51308 4.51734 3.17913 0.425
H 1.81241 5.40411 1.80819 0.340
```

As for the highest occupied orbital energy (spin up / spin down): -14.65 / -14.65 eV. The total energy is -105766.3467 eV. Its HOMO-LUMO gap (spin up / spin down) is 0.2544 / 0.2793 hartree. As for the expectation value of S²: 0.78. Its largest force on an atom is 0.853 eV Å⁻¹. The value obtained for the energy above the lowest of the compared OMol25 structures with the same formula, charge and spin is 0.318 eV. Its charge is +2. The multiplicity is 2.

Q: Look up the largest force on an atom of the second one.
A: 0.561 eV Å⁻¹